(one)
Below is 14 unconnected molecules or ions with the total composition C14H56N28O14, with properties calculated with wB97M-V/def2-TZVPD.

Results
HOMO energy in eV: -8.489
Orbital gap in eV: 8.28

ORCA input file:
```
! wB97M-V def2-TZVPD RIJCOSX def2/J DEFGRID3
* xyz 0 1
C 2.1205 -2.9853 1.0818
O 1.8059 -2.8431 -0.1232
N 1.7884 -4.0272 1.8783
N 2.9355 -2.1603 1.7835
H 2.2800 -4.0504 2.7562
H 1.6291 -4.8238 1.2730
H 3.0270 -1.2689 1.3168
H 3.3074 -2.4070 2.6839
C -1.5084 -1.5146 -5.2566
O -0.5867 -2.3163 -5.3266
N -1.9119 -0.7703 -6.2454
N -1.8180 -0.9637 -4.1162
H -1.8137 -1.0304 -7.2135
H -2.5258 -0.0336 -5.9393
H -2.5676 -0.2916 -4.1360
H -1.6535 -1.5075 -3.2785
C 3.9002 0.8395 3.4905
O 3.9082 1.8152 2.8200
N 2.8187 0.4363 4.1502
N 4.9836 0.0881 3.7288
H 1.9693 0.8268 3.7648
H 2.8077 -0.5592 4.3108
H 5.9189 0.2989 3.4208
H 4.8059 -0.8175 4.1320
C 0.7563 4.0584 3.4168
O 0.8292 3.9293 4.6090
N 1.5132 3.4905 2.4758
N -0.1173 4.8682 2.8371
H 2.2143 2.7789 2.6213
H 1.4911 3.8339 1.5209
H 0.0417 5.1555 1.8839
H -0.7063 5.3696 3.4833
C -3.1890 3.5364 1.1892
O -2.6051 4.6030 1.0963
N -4.4512 3.4078 0.8622
N -2.6247 2.4646 1.6724
H -4.9736 4.1763 0.4742
H -4.8681 2.4937 0.9271
H -3.2882 1.7829 1.9989
H -1.6914 2.6330 2.0210
C -1.3520 -0.0719 4.5690
O -1.8807 0.4613 5.5209
N -0.2198 -0.7686 4.5316
N -1.8091 0.1903 3.3539
H 0.2674 -1.2559 3.7968
H 0.1187 -1.0611 5.4366
H -1.4009 -0.2189 2.5265
H -2.7120 0.6244 3.2754
C -1.9685 -3.3457 2.3829
O -3.1166 -3.4777 2.7313
N -0.8856 -3.9657 2.8453
N -1.6046 -2.6314 1.3520
H -0.0266 -3.5877 2.4575
H -0.8973 -4.1823 3.8315
H -2.3842 -2.2787 0.8161
H -0.6571 -2.4107 1.1005
C 2.5883 -5.5290 -1.8500
O 2.0389 -5.8549 -0.8054
N 2.6853 -4.2422 -2.2425
N 3.3160 -6.2492 -2.7531
H 2.3346 -3.4922 -1.6565
H 3.2244 -3.8869 -3.0156
H 3.4977 -7.2383 -2.6986
H 3.7705 -5.6539 -3.4236
C 4.4212 0.8144 -0.8395
O 5.1933 0.0125 -0.4363
N 3.5906 1.4556 -0.0250
N 4.1547 0.9868 -2.1390
H 3.5998 1.2908 0.9717
H 2.6618 1.7145 -0.3233
H 3.3470 1.5472 -2.3630
H 4.5449 0.4618 -2.9037
C -3.9683 -0.4326 -1.2749
O -2.8779 0.1152 -1.4215
N -4.6624 -0.2819 -0.1826
N -4.6387 -1.2095 -2.1008
H -5.4578 -0.8666 0.0157
H -4.4519 0.4811 0.4385
H -4.3785 -1.4250 -3.0504
H -5.4739 -1.6864 -1.8033
C -1.0328 -3.7905 -2.1352
O -2.0590 -3.1912 -2.3568
N -0.6314 -4.4268 -1.0372
N -0.0487 -3.6860 -3.0221
H -1.2141 -4.4605 -0.2153
H 0.3269 -4.7202 -0.9239
H 0.7649 -4.2794 -2.9516
H -0.0229 -3.1143 -3.8612
C 0.3155 5.5325 -0.7178
O 0.8214 4.7720 0.1294
N 1.0454 6.1979 -1.6081
N -0.9791 5.8247 -0.8473
H 1.9923 5.8849 -1.7518
H 0.3941 6.5373 -2.2978
H -1.2292 6.6378 -1.3874
H -1.6041 5.5979 -0.0834
C -1.0101 2.9747 -2.9644
O -0.4397 3.9404 -3.4033
N -1.7474 2.9343 -1.8951
N -1.1884 1.9602 -3.7359
H -1.6797 3.7937 -1.3671
H -2.4096 2.1957 -1.7050
H -1.9080 1.3250 -3.4291
H -0.7905 1.8797 -4.6571
C 0.2980 0.1423 0.4543
O 0.5375 -0.1499 1.6073
N -0.0545 -0.7519 -0.4318
N 0.4479 1.3909 -0.0379
H 0.3623 -1.6734 -0.3792
H -0.4378 -0.3931 -1.2930
H 0.5960 2.1752 0.5814
H 0.1026 1.5730 -0.9672
*
```

(two)
Below is 14 unconnected molecules or ions with the total composition C14H56N28O14, with properties calculated with wB97M-V/def2-TZVPD.

Results
HOMO energy in eV: -9.405
Orbital gap in eV: 9.40

ORCA input file:
```
! wB97M-V def2-TZVPD RIJCOSX def2/J DEFGRID3
* xyz 0 1
C 3.2261 -2.4937 -6.4744
O 3.4851 -1.2515 -6.3402
N 3.8178 -3.2094 -7.3551
N 2.3954 -3.2243 -5.7548
H 4.6429 -2.8250 -7.7928
H 3.5598 -4.1725 -7.5164
H 1.5412 -2.8026 -5.4193
H 2.4833 -4.2278 -5.6827
C -2.5250 -3.8462 8.0987
O -3.7723 -3.7803 8.2447
N -1.8125 -3.0020 7.3496
N -1.7036 -4.7275 8.6040
H -2.2497 -2.2295 6.8676
H -0.8244 -3.2012 7.4127
H -0.6990 -4.6238 8.5874
H -2.0127 -5.5329 9.1293
C -6.7574 1.3433 5.8955
O -5.7445 1.4944 5.2566
N -7.1329 2.0365 6.9201
N -7.6573 0.4774 5.5939
H -8.0703 1.9201 7.2776
H -6.4135 2.5491 7.4098
H -8.5090 0.4770 6.1368
H -7.4959 -0.1151 4.7921
C 4.9911 -3.0249 6.8932
O 4.0157 -2.7890 7.6184
N 6.2004 -3.2172 7.3885
N 4.9521 -2.9929 5.5731
H 6.9986 -3.2681 6.7718
H 6.3715 -3.5285 8.3340
H 4.1448 -2.6831 5.0512
H 5.7671 -3.0770 4.9825
C 0.1872 -8.4219 0.4972
O 0.1986 -7.9865 -0.6478
N 0.3178 -9.6975 0.7370
N -0.2139 -7.7769 1.5214
H 0.4506 -9.9687 1.7008
H 0.6780 -10.2333 -0.0396
H -0.5053 -6.8467 1.2568
H -0.0460 -8.0135 2.4888
C -9.8872 -1.8958 -2.4028
O -10.0103 -1.0044 -3.2473
N -10.7634 -2.7781 -2.1064
N -8.9256 -2.0232 -1.4940
H -11.4055 -2.7410 -2.8852
H -10.6092 -3.4812 -1.3979
H -9.0050 -2.8206 -0.8792
H -8.1261 -1.4130 -1.5863
C 3.1586 5.5194 -5.0331
O 2.8048 6.4272 -4.3113
N 4.3272 5.0018 -4.9344
N 2.5199 4.8975 -5.9539
H 4.5067 4.1557 -5.4559
H 4.9194 5.2369 -4.1508
H 1.5136 4.8115 -5.9441
H 2.8493 3.9731 -6.1926
C -2.8816 7.5134 -0.6967
O -3.3646 6.4652 -1.1040
N -3.3795 8.6824 -0.7513
N -1.8813 7.5235 0.1478
H -4.3777 8.7501 -0.8901
H -2.7797 9.4625 -0.5240
H -1.3738 8.3309 0.4805
H -1.5668 6.6267 0.4898
C 5.5655 3.9185 6.3064
O 4.5888 3.9681 7.0637
N 6.7834 4.4748 6.3360
N 5.5756 3.0023 5.3410
H 7.1490 4.8303 7.2078
H 7.2900 4.5383 5.4645
H 6.2098 3.0317 4.5555
H 5.0105 2.1749 5.4685
C -0.4025 0.1966 0.0839
O 0.1050 -0.2911 1.0774
N 0.3126 0.4495 -1.0058
N -1.6877 0.3297 0.0009
H -0.1368 0.6232 -1.8935
H 1.2633 0.1398 -0.8628
H -2.0988 0.3632 0.9228
H -2.1043 0.7908 -0.7953
C 10.0612 1.4993 -4.7480
O 10.9672 2.0431 -4.1963
N 9.2441 0.7900 -4.0935
N 9.7422 1.7269 -6.0004
H 8.2941 0.7278 -4.4306
H 9.3463 0.4193 -3.1596
H 10.4362 2.2444 -6.5206
H 9.1182 1.1012 -6.4895
C 7.9359 -4.8543 -0.7704
O 7.7583 -3.8272 -0.1485
N 6.9873 -5.4828 -1.2962
N 9.0701 -5.3198 -1.1246
H 6.0349 -5.1559 -1.2183
H 7.2491 -6.2351 -1.9172
H 9.8995 -4.7978 -0.8803
H 8.9876 -6.2670 -1.4655
C -3.9450 0.9774 -5.8919
O -2.8630 1.4435 -5.9505
N -4.9272 1.5474 -5.2878
N -4.1929 -0.1621 -6.5463
H -5.8026 1.0708 -5.1245
H -4.5869 2.2830 -4.6851
H -3.3338 -0.4832 -6.9693
H -5.0778 -0.6392 -6.6440
C -9.4287 6.0452 -1.0637
O -10.4251 6.5780 -0.5897
N -8.8431 5.0395 -0.5233
N -8.9151 6.2608 -2.2528
H -9.1316 4.8579 0.4274
H -7.8526 5.0107 -0.7190
H -8.2435 5.5954 -2.6082
H -9.5283 6.6954 -2.9274
*
```

Of them, (two) has the lowest stability.

(one)
Below is 2 unconnected molecules or ions with the total composition C3H10N3O, with properties calculated with wB97M-V/def2-TZVPD.

Results
HOMO energy in eV: -12.978
Orbital gap in eV: 10.14

ORCA input file:
```
! wB97M-V def2-TZVPD RIJCOSX def2/J DEFGRID3
* xyz 1 1
C 0.5193 -1.6356 1.0543
C -0.5473 -1.5507 0.2541
N -1.3107 -2.6215 -0.1449
N 1.2736 -0.4467 1.4907
H 0.8797 -2.5740 1.4534
H -0.8913 -0.5906 -0.0951
H -1.6621 -2.5420 -1.0862
H -0.8720 -3.5210 -0.0001
H 2.2764 -0.6274 1.4358
H 1.0684 -0.2199 2.4670
H 1.0712 0.4220 0.9125
C 0.1558 1.8105 -1.1263
N -0.8343 2.6535 -1.4336
O 0.7236 1.7703 -0.0395
H 0.4103 1.0959 -1.9165
H -1.3510 2.5404 -2.2901
H -1.2680 3.1535 -0.6717
*
```

(two)
Below is 2 unconnected molecules or ions with the total composition C3H10N3O, with properties calculated with wB97M-V/def2-TZVPD.

Results
HOMO energy in eV: -13.415
Orbital gap in eV: 9.85

ORCA input file:
```
! wB97M-V def2-TZVPD RIJCOSX def2/J DEFGRID3
* xyz 1 1
N 1.0947 1.5068 1.2490
C 1.4022 1.2204 0.0160
N 2.6036 0.9274 -0.4116
H 1.7836 1.5474 1.9870
H 0.1397 1.6525 1.5368
H 0.6086 1.1759 -0.7158
H 2.7806 0.8303 -1.4007
H 3.3922 0.9529 0.2186
O -0.3688 -0.4176 -2.0351
C -1.2594 -0.3223 -1.2330
C -1.8541 -1.4582 -0.4504
N -1.5553 -1.1863 0.9571
H -1.6659 0.6676 -0.9432
H -2.9407 -1.4231 -0.6017
H -1.4923 -2.4227 -0.8334
H -2.0845 -1.8231 1.5388
H -0.5843 -1.4279 1.1218
*
```

Of them, (two) has the lowest stability.

(one)
Below is 2 unconnected molecules or ions with the total composition C2H7NOS2, with properties calculated with wB97M-V/def2-TZVPD.

Results
HOMO energy (alpha / beta) in eV: -7.204 / -7.204
Orbital gap (alpha / beta) in eV: 7.83 / 7.83

ORCA input file:
```
! wB97M-V def2-TZVPD RIJCOSX def2/J DEFGRID3
* xyz 0 1
C -0.7437 1.1722 0.4093
C 0.3787 0.3014 0.8029
N 0.0563 -1.5407 -0.6105
O 1.6293 0.5385 0.4107
S 1.1287 -1.1648 -1.8360
S -1.5722 -1.5530 -1.0235
H -1.6342 0.5694 0.1962
H -0.9980 1.8585 1.2207
H -0.4970 1.7483 -0.4818
H 0.3226 -0.2858 1.7067
H 1.6423 0.9019 -0.4918
H 2.0841 -2.0023 -1.4102
H -1.9184 -2.2935 0.0389
*
```

(two)
Below is 2 unconnected molecules or ions with the total composition C2H7NOS2, with properties calculated with wB97M-V/def2-TZVPD.

Results
HOMO energy in eV: -8.730
Orbital gap in eV: 9.31

ORCA input file:
```
! wB97M-V def2-TZVPD RIJCOSX def2/J DEFGRID3
* xyz 0 1
C 1.0573 0.5868 -1.8016
S -0.5853 1.0736 -2.3457
S -1.7617 0.1927 -0.8370
H 0.8422 -0.4857 -2.0347
H 1.8172 0.9868 -2.5520
H 1.3274 0.6380 -0.7497
H -1.9173 1.2187 -0.0221
C 0.0360 -0.1545 1.8793
N -0.2711 -1.3501 1.4183
O -0.7991 0.8001 1.9574
H 1.1316 0.0531 1.9659
H -1.3214 -1.5111 1.4115
H 0.4443 -2.0486 1.7102
*
```

Of them, (one) has the lowest stability.